Molecular formula: C6H9NO
Method: DFT, wB97M-V/def2-TZVPD

```
17
Properties=species:S:1:pos:R:3:forces:R:3
C -1.7343 0.1542 -0.5686 -0.7 4.4 1.0
C 0.0655 -0.9171 -0.1987 -0.2 1.7 -0.3
C 1.5453 -1.2352 -0.0031 2.4 -2.5 1.9
C 1.2373 1.1079 -0.0147 0.5 0.9 -0.6
C -0.5116 1.2216 -0.0970 -1.2 2.5 -2.1
C 0.2148 0.3352 0.6786 -1.3 -0.1 4.9
H -2.5894 0.7894 -0.0775 0.8 -1.9 -1.5
H -1.5979 0.0718 -1.6041 -1.3 0.5 -1.7
H -2.0211 -1.0643 0.9466 3.0 -1.0 -2.3
H -0.0170 -0.4153 -1.2511 1.1 -1.9 1.5
H 2.1976 -2.1449 -0.4257 -1.8 2.3 0.1
H 1.7692 -1.4187 1.2748 -0.4 1.2 -3.7
H 1.8556 2.1657 0.0139 -2.0 -3.0 0.5
H -0.7183 2.2878 0.2594 -0.1 -1.6 -0.4
H -0.2679 0.1124 1.7028 2.0 0.3 -0.6
N -1.4429 -1.1390 -0.0357 -1.2 -0.2 2.6
O 2.0152 0.0887 -0.5999 0.5 -1.8 0.7
```
Positions in Å, forces in eV/Å.

Values from the calculation:
* frontier orbital gap: 9.341 eV
* total charge: 0
* 2S+1: 1
* ΔE to the lowest compared entry with this formula, charge and spin: 211.31 kcal per mole
* calculated total energy: -363.6875 Eh
* largest force on an atom: 5.04 eV/Å
* structure (SMILES): C1N[C@@H]2CO[C@H]3[C@@H]1[C@H]32